Below is a cluster of 4 separate species, C13H25F3N3O9PS in total at a distorted geometry, with properties calculated with wB97M-V/def2-TZVPD.

Energy = -65059.655 eV
SMILES = O=[PH2][C@@]1(S(=O)(=O)C(F)(F)F)COC(=O)O1.CN(C)C=O.CN(C)C=O.CN(C)C=O

```
! RIJCOSX wB97M-V def2-TZVPD def2/J DEFGRID3
* xyz 0 1
O 2.60 1.29 -1.98
P 2.32 1.98 -3.26
C 1.90 3.77 -2.90
S 0.27 4.29 -3.53
O 0.02 5.67 -3.27
O 0.17 3.75 -4.85
C -0.90 3.33 -2.43
F -1.20 4.04 -1.37
F -1.99 3.04 -3.09
F -0.31 2.21 -2.04
C 2.29 4.13 -1.47
O 2.41 5.57 -1.60
C 3.05 5.74 -2.78
O 3.75 6.64 -3.10
O 2.77 4.67 -3.62
H 3.46 2.16 -4.05
H 1.28 1.44 -4.03
H 1.67 3.78 -0.64
H 3.31 3.75 -1.35
C -1.18 -1.31 -2.30
O -0.66 -0.64 -3.18
N -0.63 -1.58 -1.10
C -1.30 -2.37 -0.09
C 0.69 -1.04 -0.82
H -2.19 -1.75 -2.42
H -1.45 -1.79 0.82
H -0.72 -3.25 0.16
H -2.28 -2.68 -0.46
H 0.67 0.05 -0.89
H 1.41 -1.40 -1.56
H 1.00 -1.34 0.17
C 0.92 1.66 1.55
O 1.43 2.30 0.65
N 1.46 1.45 2.76
C 0.79 0.65 3.77
C 2.75 2.05 3.06
H -0.06 1.17 1.42
H 0.59 1.25 4.67
H 1.41 -0.20 4.06
H -0.15 0.28 3.38
H 2.69 3.14 2.97
H 3.50 1.70 2.36
H 3.04 1.79 4.07
C -2.77 -4.50 3.00
O -1.88 -3.80 2.56
N -3.18 -5.65 2.44
C -4.25 -6.45 3.00
C -2.53 -6.10 1.22
H -3.33 -4.25 3.92
H -3.90 -7.45 3.26
H -5.08 -6.55 2.29
H -4.63 -5.97 3.90
H -1.46 -6.25 1.39
H -2.63 -5.36 0.43
H -2.97 -7.04 0.90
*
```

Results of the Löwdin charge analysis, in e, for atoms 1 through 2: atom 1 (O): -0.40, atom 2 (P): 0.81

=====

Below is a cluster of 3 separate species, C13H25FNO4 in total at a distorted geometry, with properties calculated with wB97M-V/def2-TZVPD.

Energy = -26271.399 eV

```
! RIJCOSX wB97M-V def2-TZVPD def2/J DEFGRID3
* xyz 1 1
F -0.30 -0.01 2.39
C 0.78 0.69 2.95
C 0.94 2.24 2.86
C 2.14 2.94 3.53
N 3.09 2.13 4.25
C 3.02 0.70 4.36
C 1.87 -0.13 3.71
H 0.14 2.82 2.31
H 2.28 4.07 3.46
H 3.88 2.60 4.72
H 3.83 0.14 4.94
H 1.85 -1.26 3.80
C -0.97 -2.88 -2.28
O -2.21 -2.19 -2.14
C -3.26 -3.05 -1.71
C -3.55 -2.88 -0.23
O -2.46 -3.33 0.57
C -1.66 -2.27 1.06
H -0.18 -2.13 -2.39
H -0.75 -3.50 -1.41
H -0.99 -3.50 -3.18
H -3.03 -4.10 -1.95
H -4.16 -2.77 -2.28
H -4.42 -3.49 0.04
H -3.79 -1.84 0.00
H -2.19 -1.74 1.86
H -1.41 -1.56 0.26
H -0.74 -2.68 1.46
C 0.93 1.65 -3.90
O 1.50 0.83 -2.89
C 2.19 1.59 -1.91
C 1.36 1.73 -0.64
O 0.20 2.54 -0.86
C -0.98 1.76 -1.01
H 0.24 1.04 -4.49
H 0.37 2.49 -3.48
H 1.71 2.03 -4.57
H 2.48 2.57 -2.30
H 3.11 1.04 -1.67
H 1.96 2.25 0.12
H 1.08 0.75 -0.24
H -1.29 1.37 -0.03
H -0.83 0.93 -1.71
H -1.77 2.40 -1.39
*
```

Results of the Löwdin charge analysis, in e, for atoms 1 through 2: atom 1 (F): 0.04, atom 2 (C): -0.09

=====

Below is a structure of composition C13H25N2O6PS4 at a distorted geometry, with properties calculated with wB97M-V/def2-TZVPD.

Energy = -81781.579 eV

```
! RIJCOSX wB97M-V def2-TZVPD def2/J DEFGRID3
* xyz 0 1
O 2.95 0.29 -2.37
P 3.00 1.57 -1.62
O 2.59 1.26 -0.10
O 4.48 2.20 -1.77
C 1.69 2.72 -2.25
C 0.35 2.04 -1.89
C -0.34 2.42 -0.66
C -1.51 1.78 -0.34
C -1.99 0.77 -1.24
N -3.09 0.00 -1.12
S -3.20 -1.02 -2.36
N -1.85 -0.61 -3.21
C -1.31 0.36 -2.50
C -0.08 1.08 -2.76
H 2.59 0.28 0.01
H 5.00 1.54 -2.27
H 1.77 2.83 -3.34
H 1.74 3.72 -1.78
H 0.08 3.21 -0.03
H -2.04 2.02 0.58
H 0.51 0.84 -3.65
C 0.24 -5.37 -1.38
S 0.77 -3.98 -0.35
O -0.44 -3.46 0.34
C 1.13 -2.87 -1.71
H -0.08 -6.17 -0.72
H -0.60 -5.06 -2.01
H 1.07 -5.70 -1.99
H 0.24 -2.72 -2.33
H 1.94 -3.28 -2.32
H 1.45 -1.91 -1.30
C 4.80 -1.83 3.24
S 3.35 -0.79 3.00
O 2.91 -0.96 1.59
C 4.22 0.78 3.10
H 4.49 -2.87 3.17
H 5.53 -1.62 2.46
H 5.22 -1.64 4.22
H 4.99 0.83 2.34
H 4.66 0.88 4.10
H 3.50 1.58 2.94
C -4.86 1.14 1.57
S -6.14 2.24 0.94
O -5.68 3.63 1.19
C -7.37 1.84 2.20
H -3.98 1.25 0.95
H -4.62 1.39 2.60
H -5.21 0.10 1.51
H -6.96 2.05 3.19
H -7.64 0.78 2.12
H -8.25 2.45 2.02
*
```

Results of the Löwdin charge analysis, in e, for atoms 1 through 2: atom 1 (O): -0.31, atom 2 (P): 0.48

=====

Below is an isolated molecule of C13H25N3OS, with properties calculated with wB97M-V/def2-TZVPD.

Energy = -31239.744 eV
SMILES = S=C(NCCCN1CCOCC1)NC1CCCC1

```
! RIJCOSX wB97M-V def2-TZVPD def2/J DEFGRID3
* xyz 0 1
S -1.20 -2.11 2.21
C -1.19 -1.83 0.58
N -1.74 -0.74 0.02
H -1.80 -0.69 -0.99
C -2.43 0.29 0.75
C -3.95 0.24 0.50
H -4.17 -0.51 -0.27
H -4.50 -0.03 1.39
C -4.34 1.64 -0.01
H -4.59 2.28 0.83
H -5.19 1.61 -0.69
C -3.07 2.15 -0.68
H -3.07 3.23 -0.82
H -2.94 1.68 -1.66
C -1.98 1.68 0.28
H -0.99 1.65 -0.18
H -1.92 2.36 1.13
H -2.19 0.12 1.80
N -0.62 -2.77 -0.23
H -0.19 -3.52 0.30
C -0.01 -2.54 -1.52
H -0.61 -1.83 -2.10
C 1.43 -2.02 -1.40
C 1.50 -0.64 -0.73
N 2.88 -0.19 -0.64
C 3.05 1.25 -0.71
C 2.66 1.96 0.59
O 3.41 1.45 1.67
C 3.22 0.06 1.82
C 3.59 -0.69 0.53
H 3.39 -1.75 0.65
H 4.66 -0.56 0.34
H 3.86 -0.25 2.64
H 2.17 -0.14 2.09
H 2.89 3.03 0.54
H 1.59 1.83 0.79
H 2.47 1.65 -1.55
H 4.11 1.44 -0.91
H 1.01 -0.69 0.25
H 0.94 0.07 -1.35
H 2.02 -2.73 -0.82
H 1.88 -1.95 -2.39
H 0.00 -3.49 -2.06
*
```

Results of the Löwdin charge analysis, in e, for atoms 1 through 2: atom 1 (S): 0.62, atom 2 (C): -0.90

=====

LUMO per entry: 0.391, -5.375, -0.383, 0.566 eV
Frontier orbital gap per entry: 9.49, 5.67, 8.17, 8.60 eV